# C47H45AsGeIrNO6Si

A structure of composition C47H45AsGeIrNO6Si at a distorted geometry (ωB97M-V/def2-TZVPD, the OMol25 dataset).

```
103
Properties=species:S:1:pos:R:3
H 0.869 -6.559 -1.602
C -1.242 0.430 5.146
H -0.051 -2.390 -1.288
C -5.078 -2.632 2.215
H 1.477 1.308 -1.386
C -4.050 -0.459 2.428
H -3.131 5.726 3.518
C -1.786 3.376 1.472
H 3.171 -5.996 -2.328
C -1.885 4.543 2.228
C -2.948 2.198 -2.233
As 2.816 -2.495 1.890
H -1.893 2.444 -2.126
H -0.030 -1.499 -6.560
H 7.192 -1.541 -3.822
H 1.258 -2.654 3.875
H -6.682 1.319 -2.662
C 4.717 -2.604 1.934
H -5.443 0.468 -0.717
C 1.076 -1.284 -4.730
C 1.410 0.248 -1.114
C -3.627 -0.484 1.093
H -1.061 5.251 2.254
C -0.978 -2.178 2.378
C 0.277 -4.505 -1.386
O 2.470 -1.137 0.960
H 0.897 0.562 -7.568
C 2.524 0.635 -4.596
H -5.559 2.774 -4.315
C -3.654 2.686 -3.324
H -3.157 3.312 -4.056
H -0.880 3.172 0.906
O 1.359 2.052 1.510
C -3.947 -1.624 0.341
H -0.731 -4.748 -1.069
C -4.113 3.925 2.878
H 3.874 -3.644 -2.500
C 5.201 -1.261 -3.067
C 5.024 -0.121 -0.954
C 1.177 -5.522 -1.681
O -1.784 -3.128 2.772
H 2.366 -1.262 4.008
H 2.677 -4.345 0.260
C 2.280 -2.310 3.727
C 0.924 2.202 2.616
H 1.692 3.884 2.866
H 2.584 -4.943 1.945
H -5.125 -1.455 4.014
H 0.657 -2.186 -4.293
C 2.469 -5.207 -2.088
C -5.635 1.572 -2.540
C -5.001 2.378 -3.475
Ir 0.641 -0.182 0.544
C -0.481 1.415 4.565
H 6.883 0.508 -0.075
H -4.878 2.113 2.041
C -4.661 -2.684 0.889
C -0.869 -0.903 3.207
H -2.538 -2.784 3.286
C 0.684 -0.899 -6.008
H -4.911 -3.542 0.277
O 1.142 3.267 3.374
C 2.230 -4.190 1.240
C 7.190 -0.517 -1.934
C 0.666 -3.174 -1.505
C 2.133 1.020 -5.873
H -5.656 -3.446 2.636
H 2.549 1.915 -6.322
H 5.122 -1.706 2.393
H -3.843 0.415 3.035
C 2.859 -3.876 -2.192
H 5.014 -3.483 2.508
H -3.642 -1.677 -0.701
Si -2.658 0.936 0.288
C 1.965 -2.843 -1.903
H -2.028 -1.550 4.885
C -1.439 -0.752 4.452
C -4.927 1.089 -1.443
C -3.572 1.395 -1.270
C 0.065 1.175 3.316
H 5.084 -2.684 0.913
C 6.586 -1.148 -3.015
H -0.300 2.361 5.057
Ge 2.491 -0.994 -2.186
C -3.046 4.814 2.939
H 8.268 -0.415 -1.899
C 1.209 0.255 -6.576
H 2.953 -2.913 4.333
C 4.407 -0.757 -2.031
H -5.027 4.140 3.422
C 6.409 0.001 -0.908
C -4.772 -1.518 2.988
H 1.147 -4.217 1.153
H 4.736 -1.732 -3.927
H -1.687 0.580 6.122
H 4.419 0.280 -0.148
O -0.289 -2.337 1.418
O -1.097 0.662 0.002
C -2.844 2.460 1.399
C -4.017 2.771 2.106
N -0.122 0.034 2.657
C 2.001 -0.523 -4.013
H 3.249 1.239 -4.055
```

The multiplicity is 2. As for the energy above the lowest of the compared OMol25 structures with the same formula, charge and spin: 0.908 eV. The charge is +1. The orbital gap (spin up / spin down) is 6.989 / 6.923 eV.

# C47H45Cl2N3O15P3S

A cluster of 7 separate species, C47H45Cl2N3O15P3S in total at a distorted geometry (ωB97M-V/def2-TZVPD, the OMol25 dataset).

```
116
Properties=species:S:1:pos:R:3
C 1.082 -9.685 -3.716
C -5.570 4.667 -6.653
H 8.018 -4.477 6.125
H 2.550 2.678 1.319
H -3.101 -2.140 0.457
C 6.368 -3.292 6.729
H 0.500 3.602 -5.178
C 1.488 5.114 -2.234
H 1.274 -0.587 6.091
O 2.652 2.080 2.095
H 0.816 -5.072 2.884
H -2.977 -0.953 8.196
C 1.329 10.660 -9.118
O 0.219 11.466 -7.206
H -3.004 -0.080 5.852
H -2.344 5.327 -5.610
H 4.540 -4.607 3.499
H -3.855 1.946 -7.909
C -4.070 2.879 -7.403
H -2.254 -0.615 1.015
O 0.166 -8.004 -5.082
C 0.291 5.740 -4.764
C -4.424 5.352 -6.016
C 0.412 9.125 -7.332
H 1.076 -9.233 1.618
Cl -2.373 -3.331 7.759
H -1.255 -1.102 7.553
C -2.823 -1.222 5.921
H -4.682 3.723 1.205
C 1.900 -8.981 -1.515
C 7.010 -4.138 5.922
O -1.802 3.093 -6.813
S -0.985 3.345 0.367
C 2.085 -7.793 4.589
P -3.884 0.571 2.960
H 1.950 -11.018 -2.314
H -4.970 -1.392 1.783
H -3.841 -1.702 5.685
H 1.875 -5.666 5.056
C 0.852 8.068 -8.016
C -1.673 -1.638 4.832
H -2.812 3.709 2.534
O -0.215 6.004 -5.839
N 0.253 0.208 4.322
C -3.194 4.839 -6.070
H -6.150 2.903 -7.809
C 0.535 6.789 -3.751
H 6.820 -2.897 7.630
H 1.690 -6.855 -1.049
H -0.628 4.391 2.870
C -5.249 2.782 1.554
H 2.404 0.135 4.820
C -2.034 0.758 3.409
C -4.269 1.523 1.341
O 0.349 -6.816 1.021
H 3.345 -3.028 5.007
O 1.961 7.261 -9.926
C 1.092 6.497 -2.575
C 4.353 -3.367 5.208
O -6.691 5.137 -6.605
O 1.995 4.849 -1.158
H -0.865 -2.219 5.402
C 4.993 -4.213 4.400
C -2.331 -1.504 7.431
C 1.425 -0.454 4.953
H 0.632 -6.259 -3.220
C 1.650 -10.005 -2.552
C -2.777 -1.562 1.405
O 2.601 -8.082 5.652
C 1.499 -7.591 -1.818
C 1.835 -8.816 3.552
C -1.139 -0.257 4.209
C 4.991 -2.844 6.433
H -4.824 0.794 0.632
H -3.280 1.766 0.824
C 6.371 -4.662 4.696
C 1.267 -8.497 2.388
O 2.416 -9.273 -0.451
C 0.932 -7.272 -2.982
H 1.540 3.059 -2.982
C 1.562 8.226 -9.302
H -1.953 -2.190 1.911
C -2.924 3.563 -6.766
H 0.239 7.796 -4.016
H -5.615 2.929 2.624
H -4.639 6.284 -5.510
H 1.471 11.674 -9.469
C -5.300 3.392 -7.349
C 0.681 -8.295 -4.020
H 0.891 -10.422 -4.487
N -1.101 1.845 3.110
O 4.403 -2.072 7.170
H -2.125 -2.344 4.061
C -4.006 -1.271 2.409
H -6.160 2.645 0.855
C 1.683 -6.403 4.285
H 2.292 9.701 -10.745
O 1.567 -1.821 4.428
C 0.209 1.502 3.644
C 1.116 -6.084 3.121
H -0.111 9.026 -6.389
N 1.647 -1.789 3.059
C 0.687 4.357 -4.424
P 1.671 2.720 3.370
C 0.866 -7.107 2.085
H 0.709 7.054 -7.664
Cl 2.841 2.835 5.136
P -1.442 3.361 2.253
O 6.955 -5.432 3.959
H 2.135 -9.829 3.790
C 1.244 4.066 -3.247
H 1.279 7.253 -1.822
C 1.769 9.603 -9.802
C 0.618 10.501 -7.831
H -4.079 -1.988 3.292
O 1.865 -2.927 2.742
```

The charge is +1. The orbital gap is 6.813 eV.

# C47H46Br2FeN3O4P2SeSi

A structure of composition C47H46Br2FeN3O4P2SeSi at a distorted geometry (ωB97M-V/def2-TZVPD, the OMol25 dataset).

```
107
Properties=species:S:1:pos:R:3
Fe -0.512 -0.194 0.049
C 0.141 2.419 -1.508
H 0.701 -1.715 -2.529
H 0.021 6.605 -1.682
C 2.534 0.428 2.568
C 5.594 -0.285 0.285
C 1.416 2.457 4.641
H 0.080 1.149 -4.655
C -5.488 -1.182 -1.483
N 0.136 4.361 0.556
C -0.939 -5.182 -0.052
H 2.457 1.471 2.247
C 0.097 -2.390 4.222
C 0.080 5.708 2.696
C 0.110 4.732 -0.703
H -0.617 4.395 6.531
C 4.373 0.377 0.431
C 0.029 7.004 3.172
C 5.378 2.414 -0.381
C -0.787 1.475 4.825
H 2.908 -2.671 6.871
H 2.857 -2.683 -0.656
C -0.009 8.106 2.299
H 7.466 2.293 -0.874
H 0.098 4.854 3.366
H 7.652 -0.104 -0.302
C -1.192 2.540 5.614
H 1.699 4.318 5.671
H -2.207 2.577 5.991
H -0.047 9.107 2.710
C 4.268 1.729 0.086
H -0.038 8.787 0.251
C 0.395 -0.836 -3.083
H -5.092 -2.174 -1.241
C 3.336 -2.136 1.368
C 0.046 -3.181 0.791
H 3.359 0.347 3.280
C 3.822 -2.572 2.599
H -1.487 0.685 4.571
C 1.004 3.521 5.434
P 2.891 -0.441 1.020
C 0.523 1.433 4.334
H 0.012 7.183 4.241
C 0.047 6.628 0.459
H 0.344 -5.107 1.677
C -5.479 -0.560 1.501
C 6.597 1.754 -0.512
Se -2.717 0.086 -0.214
C 0.098 4.180 -3.156
H -0.704 -2.284 3.499
H -5.084 0.116 2.266
C 0.093 5.530 1.314
H -5.092 -0.880 -2.458
C 0.149 1.479 -2.536
C -1.540 -4.405 -1.025
O 0.146 1.954 -0.246
H -6.573 -0.603 1.601
C 0.108 1.873 -3.854
H 1.255 -4.492 6.618
H 2.775 -0.670 5.434
H -0.525 -1.042 -3.628
C -0.003 7.939 0.926
H -5.072 -1.560 1.680
H -5.215 2.413 0.249
H 5.296 3.462 -0.648
H 5.681 -1.334 0.539
H 0.103 2.745 0.381
C 1.194 -3.617 5.981
C 2.130 -2.596 6.120
H 0.084 5.230 -3.422
H 4.395 -5.821 1.834
C 0.121 3.775 -1.815
H -5.213 2.074 -1.493
H -6.583 -1.251 -1.557
C -1.316 -3.043 -1.052
H -6.677 1.756 -0.530
O 0.185 0.188 -2.116
C 4.096 -4.786 1.703
C -5.578 1.727 -0.522
H -1.095 -6.254 -0.032
C -0.138 -4.550 0.883
N 0.060 6.086 -0.824
C 3.241 -3.030 0.298
C 2.056 -1.477 5.306
H 4.558 -4.240 3.729
H 2.436 2.435 4.271
C 0.088 3.235 -4.148
C 3.628 -4.352 0.466
O 1.750 -0.303 0.057
Si -4.983 0.021 -0.180
C 0.173 -3.511 5.046
P 0.918 0.048 3.273
Br 0.037 3.776 -5.956
H 3.557 -5.046 -0.363
C 1.056 -1.384 4.337
O -0.101 -0.141 2.191
H 1.184 -0.551 -3.775
C 4.189 -3.900 2.768
H 0.664 -2.652 1.502
H -0.575 -4.292 4.963
H 3.914 -1.883 3.431
N -0.519 -2.443 -0.164
Br -2.677 -5.176 -2.307
C -0.297 3.562 5.916
H 3.311 2.239 0.165
C 6.704 0.409 -0.187
H -1.796 -2.409 -1.789
```

The multiplicity is 5. As for the energy above the lowest of the compared OMol25 structures with the same formula, charge and spin: 0.084 eV. The charge is +1. The orbital gap (spin up / spin down) is 7.400 / 7.588 eV.

| no. | E_tot (eV) |
| --- | --- |
| 1 | -191310.9399 |
| 2 | -148378.2147 |
| 3 | -328421.6367 |